(1)
The following is a quantum chemistry calculation of a single C4H9NO molecule, from OMol25.

```
15
Properties=species:S:1:pos:R:3:forces:R:3:lowdin_charge:R:1
C -0.6946 -1.3047 0.4730 0.01 -0.07 0.06 -0.066
C -0.2994 -0.0250 -0.2748 -0.05 0.01 -0.03 -0.366
C -1.2869 1.1084 -0.0039 -0.04 0.06 0.01 -0.071
C 1.0953 0.3856 0.1897 0.01 0.05 0.11 -0.538
N 2.1206 0.0164 -0.6299 0.08 0.04 0.02 0.163
O 1.2860 0.9713 1.2416 -0.02 -0.18 -0.32 0.051
H -0.6846 -1.1209 1.5528 -0.02 -0.03 -0.16 0.089
H 0.0008 -2.1242 0.2597 -0.10 0.11 0.04 0.079
H -1.7004 -1.6285 0.1839 0.15 0.08 0.03 0.079
H -0.2723 -0.2391 -1.3523 0.02 0.04 0.15 0.128
H -1.0336 2.0059 -0.5777 -0.02 -0.12 0.07 0.083
H -2.3057 0.8088 -0.2720 0.15 0.00 0.04 0.079
H -1.2614 1.3726 1.0572 -0.02 -0.05 -0.15 0.083
H 1.9735 -0.4623 -1.5021 -0.04 0.09 0.14 0.098
H 3.0625 0.2358 -0.3454 -0.11 -0.03 -0.02 0.108
```
Positions in Å, forces in eV/Å.

As for the net charge: 0. Its max |F| is 0.4 eV/A. Its energy above the lowest of the compared OMol25 structures with the same formula, charge and spin is 0.0 kcal/mol. For the gap between HOMO and LUMO, the calculation gives 10.64 eV. The structure (SMILES) is CC(C)C(N)=O. The calculated total energy is -287.83245 a.u. The HOMO energy is -9.7 eV. For the LUMO energy, the calculation gives 0.915 eV.

(2)
The following is a quantum chemistry calculation of a single C4H9NO molecule, from OMol25.

```
15
Properties=species:S:1:pos:R:3:forces:R:3:lowdin_charge:R:1
C -2.3499 0.4897 0.1562 -0.04 0.02 0.01 -0.108
C -1.0541 -0.0458 0.7520 -0.01 0.01 0.01 -0.178
C 0.1446 0.2830 -0.1330 -0.02 0.03 -0.06 -0.506
O 0.1094 1.1308 -1.0128 0.02 -0.37 0.38 0.048
N 1.2598 -0.4551 0.1402 -0.11 -0.06 -0.02 -0.007
C 2.4481 -0.3639 -0.6780 0.17 -0.04 -0.26 -0.079
H -2.4934 0.1073 -0.8594 0.00 0.08 0.17 0.079
H -3.2077 0.1925 0.7672 0.12 0.06 -0.08 0.071
H -2.3173 1.5806 0.0987 -0.03 -0.16 -0.03 0.077
H -0.8759 0.3905 1.7451 -0.01 -0.06 -0.18 0.119
H -1.1082 -1.1344 0.8974 0.03 0.21 -0.05 0.110
H 1.2049 -1.1657 0.8541 -0.03 0.16 -0.15 0.130
H 2.7950 -1.3572 -0.9910 -0.13 0.18 0.14 0.082
H 2.1760 0.2017 -1.5728 0.15 -0.04 0.17 0.082
H 3.2689 0.1460 -0.1639 -0.11 -0.01 -0.06 0.081
```
Positions in Å, forces in eV/Å.

As for the net charge: 0. Its max |F| is 0.5 eV/A. Its energy above the lowest of the compared OMol25 structures with the same formula, charge and spin is 6.6 kcal/mol. For the gap between HOMO and LUMO, the calculation gives 10.55 eV. The structure (SMILES) is CCC(=O)NC. The calculated total energy is -287.82201 a.u. The HOMO energy is -9.7 eV. For the LUMO energy, the calculation gives 0.895 eV.

(3)
The following is a quantum chemistry calculation of a single C4H9NO molecule at a distorted geometry, from OMol25.

```
15
Properties=species:S:1:pos:R:3:forces:R:3:lowdin_charge:R:1
C 0.5449 -1.7076 2.1957 -0.07 -0.41 -0.01 -0.148
N -0.1492 -0.5921 1.6032 0.14 0.61 -0.03 -0.146
C 0.1422 -0.3609 0.1975 -0.87 -0.50 -0.21 -0.255
C -0.4052 0.9948 -0.2172 0.49 0.35 0.43 -0.164
C -0.0995 1.3610 -1.6339 -0.05 0.43 -0.43 -0.278
O -0.0123 0.5845 -2.5469 0.05 -0.31 -0.01 0.054
H 0.3537 -1.7500 3.2673 -0.03 0.06 0.02 0.074
H 0.2664 -2.6862 1.7726 0.10 0.04 -0.04 0.077
H 1.6165 -1.5691 2.0591 0.06 -0.03 0.00 0.076
H -1.1518 -0.6640 1.7174 0.03 -0.09 0.13 0.105
H 1.2107 -0.4170 0.0029 0.16 0.11 0.19 0.123
H -0.3214 -1.1320 -0.4363 0.17 0.01 -0.08 0.121
H 0.0229 1.7640 0.4341 0.00 -0.02 -0.03 0.115
H -1.4847 1.0736 -0.0565 -0.09 -0.15 -0.11 0.125
H 0.0578 2.4432 -1.8467 -0.10 -0.09 0.18 0.120
```
Positions in Å, forces in eV/Å.

As for the net charge: 0. Its max |F| is 1.0 eV/A. Its energy above the lowest of the compared OMol25 structures with the same formula, charge and spin is 35.6 kcal/mol. For the gap between HOMO and LUMO, the calculation gives 9.85 eV. The structure (SMILES) is CNCCC=O. The calculated total energy is -287.77570 a.u. The HOMO energy is -8.8 eV. For the LUMO energy, the calculation gives 1.003 eV.